A molecular structure, C14H5N3O12V, computed with the ωB97M-V functional and the def2-TZVPD basis.

Cartesian coordinates (Å):
C: 0.04 -4.63 0.70
C: -0.02 5.23 -1.03
O: 1.86 0.97 -1.38
C: -2.30 2.16 -1.20
C: 0.07 -3.67 -0.27
N: 0.00 2.54 -0.99
H: 2.14 5.09 -1.11
O: 0.03 -4.86 4.23
O: 0.04 -6.40 2.73
O: 0.02 0.50 1.00
H: 0.05 -2.57 3.39
O: -0.74 -4.91 -2.02
O: -1.85 0.95 -1.36
O: -3.45 2.53 -1.21
O: 0.99 -3.67 -2.37
C: -1.23 4.53 -1.04
C: -1.17 3.16 -1.03
O: 0.03 -0.26 3.07
C: 0.05 -1.90 1.38
H: -2.18 5.04 -1.08
N: 0.10 -4.10 -1.66
V: 0.01 0.50 -0.90
C: 1.16 3.18 -1.05
C: 0.03 -0.47 1.88
O: 0.02 6.58 -1.03
C: 2.30 2.18 -1.22
C: 0.05 -2.88 2.35
C: 0.04 -4.22 2.02
C: 1.20 4.55 -1.06
C: 0.06 -2.27 0.00
N: 0.03 -5.23 3.07
O: 3.45 2.56 -1.24
H: -0.87 6.93 -1.01
O: 0.03 -1.44 -0.99
H: 0.01 -5.68 0.44

Output
total charge	-1
multiplicity	3
ΔE to the lowest compared entry with this formula, charge and spin	0.000	eV
HOMO-LUMO gap (alpha / beta)	0.301 / 0.313	hartree
E_HOMO (alpha / beta)	-6.207 / -6.529	eV
E_LUMO (alpha / beta)	1.9764 / 2.0007	eV


C10H19ClO4 in the gas phase, computed with the ωB97M-V functional and the def2-TZVPD basis.

Cartesian coordinates (Å):
C: 2.71 -2.07 0.99
C: -3.02 -0.18 1.54
C: 2.56 1.23 -2.11
C: 1.57 1.45 0.07
H: 1.68 -2.58 0.94
C: 0.15 1.11 -0.59
H: 3.62 1.35 -2.55
H: -2.85 -2.50 -0.83
C: -2.37 -1.66 -0.21
H: -3.32 1.70 0.30
H: -4.49 1.52 1.71
H: -0.07 1.73 -1.54
C: 2.15 0.28 1.02
O: -3.48 -1.12 0.58
H: 2.37 0.12 -2.04
O: 2.58 1.92 -0.84
H: 3.42 -2.77 0.42
H: 1.37 2.32 0.79
H: 3.01 0.77 1.60
C: -3.40 1.36 1.38
C: -1.71 -0.57 -1.20
O: -2.33 -0.57 2.50
C: -0.11 -0.41 -0.98
H: -1.94 -0.96 -2.26
H: -0.65 1.46 0.17
H: -2.78 2.04 2.06
H: -1.61 -2.17 0.47
O: 2.74 -0.81 0.28
H: -2.25 0.43 -1.03
H: 3.12 -2.01 2.05
H: 1.87 1.75 -2.86
H: 0.37 -0.73 -1.97
H: 0.17 -1.17 -0.18
Cl: 0.94 -0.24 2.32

Output
SMILES string	CO[C@@H](CCCCOC(C)=O)[C@@H](Cl)OC
total charge	0
HOMO-LUMO gap	0.382	hartree
E_HOMO	-9.619	eV
E_LUMO	0.7718	eV


A molecular structure, C19H35F5N3O5PdSi2Te3, computed with the ωB97M-V functional and the def2-TZVPD basis.

Cartesian coordinates (Å):
C: 2.39 3.60 0.94
O: -3.23 -1.57 1.39
C: 1.31 -2.08 -1.68
H: -0.40 5.17 0.52
Te: -1.26 1.23 -0.16
H: 3.22 0.66 1.87
F: 1.05 -4.96 1.69
N: -3.77 -0.50 1.66
H: -4.47 4.55 1.58
C: -3.84 -1.86 -1.48
H: 0.38 3.01 -1.26
H: 1.91 3.60 1.92
H: 4.10 -1.83 -0.46
N: 2.19 -2.96 -2.08
H: -4.44 -2.09 -0.61
H: 3.62 2.60 -1.89
H: 1.96 4.42 0.35
C: -1.95 -2.32 -2.88
H: 3.31 -5.22 0.20
H: 2.87 -3.55 0.53
C: 3.53 -2.46 -2.44
C: 3.60 1.77 -1.18
H: -1.66 4.59 -0.58
H: 3.49 0.84 -1.75
C: 2.20 -4.28 -1.38
H: 4.57 1.73 -0.67
F: 1.40 -2.48 1.79
C: -3.36 -0.45 -3.37
C: 0.59 1.98 -0.95
O: -0.53 -3.47 0.25
H: 2.29 -0.43 0.83
H: 3.45 3.83 1.09
C: -4.17 -0.78 -2.28
H: 3.91 -3.10 -3.24
H: -2.29 5.57 3.56
H: -1.96 5.98 0.46
Te: -2.17 -4.26 -0.53
C: -1.76 4.63 3.44
H: -4.17 3.10 0.60
C: 2.29 0.56 1.29
C: -2.71 -2.63 -1.76
C: -1.47 5.00 0.42
H: 1.20 -4.47 -1.00
O: -3.48 0.53 0.97
O: -4.57 -0.39 2.58
C: -1.14 2.26 1.68
H: 0.73 1.39 -1.86
N: 0.51 -1.30 -1.36
H: -3.61 0.42 -3.98
Si: -2.11 3.86 1.76
F: 0.74 -4.08 4.02
C: 3.21 -4.23 -0.25
C: 4.45 -2.53 -1.24
O: 4.49 -3.84 -0.73
H: 3.43 -1.44 -2.82
Si: 2.19 1.95 0.06
H: 5.46 -2.25 -1.52
H: -0.08 2.45 1.86
C: -2.25 -1.22 -3.67
F: -1.30 -5.20 2.47
H: -4.34 2.94 2.32
F: -0.91 -0.59 2.26
H: 1.45 0.55 2.00
H: -1.47 1.51 2.40
Te: -0.13 -3.65 2.35
H: -5.03 -0.17 -2.04
Pd: -0.51 -1.06 0.41
H: -0.69 4.82 3.56
C: -3.95 3.59 1.55
H: -2.07 3.95 4.24
H: 2.48 -5.02 -2.13
H: -1.63 -0.98 -4.52
H: -1.10 -2.94 -3.13

Output
total charge	-1
ΔE to the lowest compared entry with this formula, charge and spin	0.878	eV
HOMO-LUMO gap	0.245	hartree
E_HOMO	-4.954	eV
E_LUMO	1.7114	eV


A molecular structure, C8H12Cl2LaN2O4Tl, computed with the ωB97M-V functional and the def2-TZVPD basis.

Cartesian coordinates (Å):
Cl: 3.00 6.15 -1.49
H: 0.00 -6.08 0.40
N: -1.29 -3.91 -0.82
C: -2.08 -2.96 -1.62
C: 1.64 -3.25 1.30
Tl: 0.64 5.62 -0.58
O: -1.76 -0.63 2.77
H: -2.56 -5.38 -1.55
La: 0.61 -0.17 0.28
H: 2.35 -2.81 0.58
H: 0.37 -5.58 2.12
O: -0.91 9.25 0.66
C: -0.31 8.36 0.24
C: -0.23 -3.43 -0.18
O: -0.01 -2.14 -0.27
O: 2.58 9.42 -1.04
C: -1.70 -5.31 -0.88
C: -0.87 -0.54 2.02
H: -2.91 -3.52 -2.07
H: -2.03 -5.68 0.10
H: -1.48 -2.53 -2.43
C: 1.93 8.49 -0.88
H: -2.50 -2.17 -0.98
H: 1.70 -5.85 0.95
H: 2.20 -3.92 1.96
C: 0.66 -5.49 1.05
H: 1.18 -2.44 1.93
Cl: -1.44 1.21 -0.33
N: 0.62 -4.08 0.64
H: -0.90 -5.94 -1.30

Output
total charge	+4
ΔE to the lowest compared entry with this formula, charge and spin	0.572	eV
HOMO-LUMO gap (alpha / beta)	0.131 / 0.232	hartree
E_HOMO (alpha / beta)	-20.682 / -20.543	eV
E_LUMO (alpha / beta)	-17.1282 / -14.2414	eV


C24H20ClN3O2 in the gas phase, computed with the ωB97M-V functional and the def2-TZVPD basis.

Cartesian coordinates (Å):
H: -4.37 -4.64 0.90
C: 2.97 -0.01 0.47
N: 2.36 1.08 0.84
C: 5.03 -1.24 -0.29
N: -0.31 2.57 0.47
C: -0.14 4.17 -1.06
H: -2.12 -3.14 -2.40
H: -4.75 -2.34 1.69
H: -0.16 -2.32 0.26
H: 8.10 0.01 -0.96
C: -2.55 1.63 -0.08
C: -3.88 -0.02 0.56
H: 0.45 2.30 2.37
C: 6.37 -1.20 -0.66
C: -3.96 -3.81 0.35
N: -2.61 0.66 0.74
C: -3.22 -4.04 -0.80
H: -4.42 -0.03 1.51
H: 0.25 4.98 -1.64
H: -1.10 -1.05 1.08
H: -3.06 -5.05 -1.14
H: -2.49 -0.84 -1.61
H: 6.94 2.11 -0.32
C: 4.36 -0.07 0.07
C: -2.70 -2.97 -1.50
C: -0.16 -1.60 1.08
C: -3.65 -1.44 0.09
C: -4.60 0.85 -0.51
O: 2.17 -1.09 0.50
H: -5.48 1.35 -0.10
H: -0.06 -2.15 2.01
C: -2.91 -1.68 -1.06
C: -1.37 3.54 -1.23
C: 6.41 1.17 -0.31
C: 0.49 3.54 -0.01
O: -3.64 1.83 -0.87
H: -0.86 1.17 1.88
C: 0.96 -0.65 0.91
C: -4.17 -2.52 0.79
C: 5.08 1.13 0.05
Cl: 4.24 -2.77 -0.29
C: 1.08 0.70 1.12
C: 7.06 0.00 -0.67
H: 6.86 -2.12 -0.93
C: 0.04 1.69 1.56
H: 4.55 2.03 0.33
H: 1.45 3.72 0.42
H: -2.13 3.77 -1.96
H: -4.88 0.28 -1.39
C: -1.46 2.54 -0.27

Output
SMILES string	Cc1oc(-c2ccccc2Cl)nc1Cn1cccc1C1=N[C@H](c2ccccc2)CO1
total charge	0
HOMO-LUMO gap	0.318	hartree
E_HOMO	-8.123	eV
E_LUMO	0.5313	eV


15 unconnected molecules or ions with the total composition C31H96N18O15, computed with the ωB97M-V functional and the def2-TZVPD basis.

Cartesian coordinates (Å):
H: -5.24 -3.88 8.97
C: -4.19 -3.74 7.34
O: 4.42 -9.25 0.97
C: 5.25 4.30 -2.51
C: 7.36 -2.84 -0.40
C: 6.86 -5.48 5.99
C: 0.94 5.47 5.12
H: 2.44 -1.04 4.31
N: -1.04 2.61 -8.30
N: -1.96 -4.53 -1.87
N: 5.63 0.32 -8.98
H: 2.05 6.14 -5.66
C: -4.52 -2.26 7.06
H: 5.02 0.82 -8.35
H: 6.37 0.00 -8.38
C: 0.73 7.01 -4.38
H: 0.91 7.45 4.96
N: -0.54 -0.28 -0.21
H: -7.88 -0.65 3.28
O: -3.17 -6.44 -2.05
C: -3.05 -5.27 -1.74
H: 1.33 -1.58 9.59
H: 8.03 -3.37 -2.28
H: -0.10 0.13 -1.01
H: -1.27 0.36 0.07
H: -0.01 -2.54 10.08
C: -4.81 6.39 -5.69
O: -8.15 0.25 3.08
O: -4.13 6.47 4.22
H: -5.84 5.86 3.21
H: 8.14 -1.25 -1.32
H: 5.05 -2.19 -7.54
H: -1.73 2.61 -9.03
H: 0.59 3.61 4.97
H: 3.53 -2.28 -8.22
H: -3.72 -3.69 -1.01
H: 5.08 3.71 -1.61
O: 2.10 5.20 5.38
H: 3.29 -1.94 -5.38
H: -6.86 3.66 -4.07
O: 0.77 -0.29 3.33
C: 3.74 -1.00 -5.69
C: -5.39 4.20 -5.66
H: 4.41 4.28 -3.21
H: -1.54 -4.68 4.42
N: 0.41 -1.62 10.02
H: 1.30 7.98 -5.93
C: -4.03 5.59 1.96
H: -1.23 -0.47 -7.95
N: 7.71 -1.60 -0.47
C: 4.28 -1.54 -7.93
C: -2.92 -4.32 6.74
N: 0.41 6.57 4.89
N: -4.05 -4.60 -1.31
C: -0.18 -0.47 2.21
O: 6.26 6.13 -1.25
H: 2.49 -7.73 3.12
O: 0.51 0.50 10.88
C: 1.18 1.06 0.73
H: 6.13 3.95 -3.04
H: -1.80 -0.09 11.61
H: -3.77 -1.57 7.45
H: 2.56 -1.01 2.52
H: -0.67 -1.44 2.29
H: -7.87 1.84 1.58
C: 0.47 -0.21 0.84
N: -7.69 3.21 -5.87
H: -6.66 -1.02 1.24
H: -1.18 -5.02 -2.27
H: 1.43 1.16 -0.33
O: -1.08 1.45 -6.39
H: 1.08 5.04 -4.72
H: -0.82 3.42 -7.74
H: -1.81 -1.54 10.70
O: 6.99 -3.33 0.72
H: 7.68 -5.32 4.22
H: 7.40 -7.13 7.16
H: 5.84 6.10 -0.39
H: 2.10 1.02 1.30
O: 3.71 -0.57 -7.07
C: -6.53 3.30 -5.04
C: -4.79 5.58 3.30
H: -5.40 -1.95 7.61
H: -2.81 -5.50 3.60
H: 0.53 9.00 -4.70
N: 7.73 -5.89 5.05
H: -4.43 6.36 5.13
H: -1.88 -3.60 -1.48
C: -7.85 0.76 1.73
C: 2.79 -8.28 2.23
H: -7.77 4.20 -5.98
H: 2.24 -7.82 1.40
H: 3.84 -0.42 -9.64
H: -5.22 4.01 -6.72
H: -4.16 6.14 -6.54
H: 7.19 -4.56 -1.26
H: -4.31 6.35 -4.72
H: -3.82 -4.72 9.15
H: -2.98 5.33 2.11
C: 5.39 -1.79 -10.17
N: -1.37 0.43 -8.38
H: 4.68 -2.48 -10.63
H: -4.74 4.59 3.75
H: 6.21 -6.00 7.71
O: 0.06 6.98 -3.38
H: -4.27 4.81 1.24
H: -8.64 0.44 1.04
H: -2.09 -3.60 6.79
H: -4.62 4.13 -4.90
C: -0.07 -0.57 10.63
H: -8.48 2.85 -5.35
H: -5.49 1.45 -5.69
H: -0.58 6.61 4.71
O: 6.35 -4.34 6.00
H: -4.97 7.46 -5.70
H: 3.45 -0.16 -5.06
N: 0.83 8.10 -5.04
H: -5.86 0.43 1.93
C: 4.25 -8.28 2.02
H: 5.13 6.44 -2.99
H: -5.27 1.78 -4.08
H: 2.43 -9.28 2.44
N: 0.13 4.50 4.88
H: 7.50 -0.95 0.28
H: 6.20 -2.40 -9.77
H: -2.54 -5.23 7.20
C: -1.19 1.51 -7.60
N: 7.59 -3.64 -1.41
H: -1.90 -6.13 5.09
N: -4.24 -3.86 8.81
H: 4.54 -7.26 1.75
H: 1.65 -2.21 3.25
C: 5.19 5.80 -2.11
N: 6.98 -6.21 7.09
H: -3.99 6.46 1.31
H: -4.64 -2.13 5.98
H: 4.64 -8.86 0.12
H: -4.97 -4.96 -1.13
H: -0.84 4.77 4.87
H: -1.34 0.54 -9.38
C: -6.04 1.85 -4.84
H: 1.15 -1.04 0.66
H: 4.26 5.92 -1.55
H: -0.96 0.29 2.30
H: 0.66 1.98 1.01
C: 1.90 -1.15 3.38
H: -6.18 0.31 0.20
N: 1.28 5.98 -5.03
C: 4.74 -0.87 -9.23
H: -4.93 -4.40 6.89
H: 5.75 -1.19 -11.00
H: 4.81 -8.65 2.88
O: -5.92 5.48 -5.75
N: -1.27 -0.77 11.09
H: -6.78 1.08 -4.64
H: 4.77 -1.22 -5.43
H: 8.47 -6.58 5.17
O: -3.26 -4.58 5.43
C: -2.41 -5.31 4.60
C: -6.56 0.07 1.19

Output
total charge	0
ΔE to the lowest compared entry with this formula, charge and spin	0.646	eV
HOMO-LUMO gap	0.333	hartree
E_HOMO	-9.185	eV
E_LUMO	-0.1128	eV


A molecular structure, C31H19F12N4O8ReS2Se, computed with the ωB97M-V functional and the def2-TZVPD basis.

Cartesian coordinates (Å):
O: 4.75 0.21 0.70
C: -3.58 -1.05 2.31
C: -2.20 2.89 -2.35
H: 1.67 1.55 -2.54
H: -6.22 -1.63 2.40
H: -6.09 -0.43 3.66
C: -3.18 1.38 1.07
N: -0.94 -1.85 -1.65
C: 5.87 -3.95 0.69
O: 2.69 -0.74 1.66
C: -1.15 -2.99 1.89
C: -0.40 4.01 -1.22
H: -6.79 0.04 2.12
F: -0.41 2.20 2.50
C: -1.53 5.21 -3.09
F: -0.89 -0.27 4.39
C: 1.16 0.67 -2.92
H: -2.97 2.88 -3.10
C: -0.01 -1.67 -3.78
O: 2.14 -2.18 -2.23
F: 2.47 3.69 -0.93
C: -0.20 2.91 -0.40
C: -4.42 1.08 1.57
C: 3.76 -4.62 -0.26
C: 0.31 3.25 2.05
C: 0.90 2.89 0.65
C: -1.08 -1.52 3.97
H: 5.36 -5.97 0.16
C: 1.33 0.25 -4.25
C: -0.22 -1.10 -2.44
H: 6.07 -1.83 1.08
C: -1.06 1.80 -0.52
C: -1.11 -1.51 2.40
S: 3.62 -0.62 0.51
N: -0.96 0.70 0.38
O: 2.71 -0.18 -0.61
H: 0.19 4.91 -1.10
H: -2.21 5.04 -3.91
F: -0.10 -2.28 4.41
C: -2.31 -0.71 1.90
H: -2.68 0.94 -1.60
F: -0.54 4.28 1.98
F: 0.03 -3.57 1.97
C: -1.39 4.02 -2.22
F: -2.21 -1.95 4.53
H: -1.90 6.05 -2.49
H: 1.93 0.85 -4.91
F: -2.02 -3.72 2.58
Se: -1.23 -3.38 -2.41
O: 0.08 -0.93 2.07
F: 3.11 3.61 1.12
O: 1.03 -4.09 -1.27
F: 1.75 5.13 0.49
C: -6.02 -0.57 2.57
N: -0.53 -2.87 -3.90
Re: 0.91 -0.16 0.57
F: -1.57 -3.05 0.61
O: 1.00 -2.03 -0.08
H: -3.76 -1.97 2.85
C: 4.17 -2.30 0.26
C: 5.44 -2.63 0.72
S: 1.81 -2.90 -1.04
C: 2.08 3.85 0.34
H: 3.10 -5.37 -0.66
C: 0.76 -0.92 -4.67
H: -5.20 1.82 1.55
C: -2.10 0.45 1.09
H: -0.56 5.53 -3.48
C: 5.03 -4.94 0.20
C: 3.34 -3.30 -0.22
H: 6.86 -4.20 1.05
N: 0.39 0.01 -2.09
H: -3.01 2.37 0.68
O: 1.46 1.63 0.76
C: -4.68 -0.19 2.11
F: 1.23 3.52 2.95
C: -2.05 1.81 -1.51
H: 0.95 -1.32 -5.66

Output
total charge	+2
HOMO-LUMO gap (alpha / beta)	0.148 / 0.156	hartree
E_HOMO (alpha / beta)	-14.075 / -14.071	eV
E_LUMO (alpha / beta)	-10.0565 / -9.8248	eV


The calculation returns the following max |F| values, one per record and in order: 0.6 3.9 0.6 10.8 1.3 8.5 3.5 eV/Å.